Arrangement i

C3H6HgO4 as an isolated structure, computed with ωB97M-V/def2-TZVPD.

```
! wB97M-V def2-TZVPD RIJCOSX def2/J DEFGRID3
* xyz 0 3
C 1.644 1.669 -0.267
C 2.157 0.872 -1.406
H 2.025 2.707 -0.283
H 1.925 1.221 0.699
H 2.920 0.112 -1.239
H 1.806 1.075 -2.419
O 0.231 1.865 -0.301
O -0.376 0.615 -0.601
C -0.928 0.083 0.573
O -2.108 -0.230 0.394
Hg -1.457 1.824 2.294
O -2.799 -4.272 0.967
H -2.863 -3.380 1.349
H -2.177 -4.160 0.241
*
```

Computed properties:
HOMO (alpha / beta)	-8.9 / -9.4	eV
HOMO-LUMO gap (alpha / beta)	9.02 / 7.17	eV

Atomic partial charges in e from the natural (NBO) method, atoms 1 to 4: atom 1 (C): -0.178, atom 2 (C): -0.287, atom 3 (H): 0.215, atom 4 (H): 0.185



Arrangement ii

C3H6HgO4 as an isolated structure, computed with ωB97M-V/def2-TZVPD.

```
! wB97M-V def2-TZVPD RIJCOSX def2/J DEFGRID3
* xyz 0 3
H 3.568 -4.547 5.575
O 3.351 -3.550 6.233
H 3.178 -3.955 7.088
C 2.240 -1.641 6.311
C 2.534 -0.789 5.121
O 1.752 0.399 5.197
C 1.861 1.295 4.204
O 2.675 1.109 3.266
O 1.025 2.233 4.209
H 1.235 -2.073 6.365
H 2.630 -1.266 7.263
H 2.299 -1.326 4.185
H 3.604 -0.532 5.081
Hg 1.889 3.315 2.170
*
```

Computed properties:
HOMO (alpha / beta)	-7.5 / -9.4	eV
HOMO-LUMO gap (alpha / beta)	7.79 / 6.35	eV

Atomic partial charges in e from the natural (NBO) method, atoms 1 to 4: atom 1 (H): 0.453, atom 2 (O): -0.906, atom 3 (H): 0.475, atom 4 (C): -0.250



Which of them is least stable? Easy: arrangement i.